Record 1
# C37H45N6O8P2Ti

C37H45N6O8P2Ti as an isolated structure in a non-equilibrium geometry (the ωB97M-V functional and the def2-TZVPD basis, OMol25).

```
99
C37H45N6O8P2Ti (the ωB97M-V functional and the def2-TZVPD basis)
Ti -0.756 0.860 0.338
O -4.063 2.617 -1.766
C -3.010 2.402 -1.207
N -2.656 1.239 -0.518
C -3.671 0.431 -0.104
O -4.878 0.569 -0.211
C -3.142 -0.794 0.626
C -4.006 -1.801 1.019
C -3.496 -2.876 1.729
C -2.137 -2.897 2.015
C -1.338 -1.858 1.573
N -1.827 -0.817 0.879
C -1.929 3.451 -1.253
C -2.271 4.794 -1.185
C -1.250 5.723 -1.254
C 0.054 5.278 -1.423
C 0.289 3.916 -1.488
N -0.685 3.011 -1.387
H -5.050 -1.700 0.755
H -4.143 -3.682 2.052
H -1.681 -3.708 2.566
H -0.275 -1.829 1.759
H -3.308 5.073 -1.071
H -1.464 6.782 -1.174
H 0.885 5.966 -1.481
H 1.293 3.523 -1.592
O 1.756 3.741 1.456
C 0.842 2.965 1.312
O 0.824 1.927 0.519
C -0.519 3.142 2.041
O -0.669 3.871 2.995
O -1.464 2.402 1.504
C 3.238 0.442 1.095
P 1.969 -0.684 0.420
C 2.449 -0.690 -1.359
N 3.765 -0.808 -1.617
C 4.136 -0.775 -2.937
C 5.486 -0.912 -3.281
C 5.899 -0.880 -4.604
C 4.959 -0.705 -5.618
C 3.617 -0.565 -5.302
C 3.177 -0.598 -3.970
N 1.849 -0.456 -3.690
C 1.509 -0.514 -2.377
P -0.273 -0.274 -2.077
C -0.715 0.835 -3.464
C -1.107 -1.859 -2.696
C -0.930 -2.985 -1.683
C -0.530 -2.361 -4.023
C -2.602 -1.573 -2.886
C 2.578 -2.345 1.102
C 4.080 -2.609 0.937
C 2.267 -2.352 2.605
C 1.816 -3.478 0.422
H 4.222 0.068 0.822
H 3.133 0.521 2.177
H 3.099 1.431 0.667
H 6.197 -1.042 -2.473
H 6.949 -0.988 -4.848
H 5.277 -0.677 -6.654
H 2.868 -0.424 -6.073
H -0.433 0.366 -4.402
H -0.156 1.760 -3.367
H -1.781 1.063 -3.444
H 0.121 -3.247 -1.578
H -1.467 -3.872 -2.034
H -1.322 -2.731 -0.699
H 0.518 -2.637 -3.928
H -0.603 -1.629 -4.824
H -1.102 -3.248 -4.323
H -3.048 -1.045 -2.043
H -3.139 -2.519 -3.006
H -2.786 -0.974 -3.778
H 4.665 -2.009 1.635
H 4.426 -2.393 -0.070
H 4.274 -3.662 1.170
H 2.766 -1.539 3.130
H 2.618 -3.296 3.036
H 1.206 -2.253 2.838
H 2.087 -3.552 -0.634
H 0.733 -3.351 0.482
H 2.069 -4.428 0.903
O 0.495 -0.390 4.611
C -0.331 0.095 3.843
O -0.173 0.409 2.626
C -1.742 0.278 4.476
N -2.639 1.117 3.595
C -3.306 2.148 4.444
C -2.252 2.420 5.500
C -1.740 1.016 5.825
H -2.180 -0.717 4.558
H -3.307 0.556 3.069
H -2.053 1.616 2.862
H -4.200 1.697 4.880
H -3.581 2.995 3.820
H -2.666 2.942 6.360
H -1.460 3.029 5.061
H -2.412 0.524 6.531
H -0.736 0.998 6.239
```

For the orbital gap (alpha / beta), the calculation gives 4.0 / 6.7 eV. As for the electronic energy: -3899.86730 Eh. Its multiplicity is 3. The calculation puts the LUMO energy (alpha / beta) at 0.0596 / 0.0566 hartree. The value obtained for the HOMO energy (alpha / beta) is -2.41 / -5.16 eV. The max |F| is 1.8 eV/Å. As for the total charge: -1.

=====

Record 2
# C37H46N9O5Re

C37H46N9O5Re as an isolated structure in a non-equilibrium geometry (the ωB97M-V functional and the def2-TZVPD basis, OMol25).

```
98
C37H46N9O5Re (the ωB97M-V functional and the def2-TZVPD basis)
Re 0.765 0.066 -0.628
C 3.359 -0.254 0.994
N 3.918 0.587 -0.066
C 4.741 1.709 0.407
C 3.641 0.401 -1.359
N 2.409 -0.143 -1.677
C 2.205 -1.037 -2.766
C 3.146 -1.876 -3.352
C 2.745 -2.716 -4.375
C 1.414 -2.744 -4.796
C 0.466 -1.942 -4.190
C 0.869 -1.082 -3.173
N 0.014 -0.264 -2.383
C -1.172 0.241 -2.900
N -2.257 0.218 -2.129
C -3.304 1.240 -2.224
C -2.543 -0.863 -1.177
N -1.195 0.740 -4.129
C -0.011 1.276 -4.798
C -2.395 0.690 -4.979
N 4.496 0.771 -2.305
C 4.083 1.191 -3.646
C 5.953 0.739 -2.108
H 4.105 -0.361 1.781
H 3.125 -1.249 0.623
H 2.489 0.221 1.474
H 4.247 2.132 1.281
H 4.804 2.472 -0.362
H 5.741 1.388 0.696
H 4.171 -1.885 -3.005
H 3.466 -3.372 -4.842
H 1.119 -3.422 -5.586
H -0.575 -2.001 -4.484
H -2.934 2.109 -2.760
H -3.566 1.535 -1.207
H -4.200 0.859 -2.711
H -1.853 -1.690 -1.327
H -3.555 -1.217 -1.371
H -2.490 -0.506 -0.148
H 0.781 1.448 -4.075
H -0.283 2.222 -5.264
H 0.341 0.586 -5.565
H -3.124 0.005 -4.559
H -2.085 0.318 -5.955
H -2.837 1.677 -5.105
H 3.009 1.338 -3.685
H 4.371 0.448 -4.388
H 4.584 2.133 -3.872
H 6.201 0.133 -1.242
H 6.367 1.740 -1.999
H 6.390 0.277 -2.993
O -0.136 -0.532 1.043
C 0.073 -1.831 0.813
O 0.732 -1.962 -0.295
C -0.354 -2.858 1.666
C -0.057 -4.192 1.320
C -0.437 -5.241 2.131
C -1.122 -4.903 3.287
O -1.572 -5.735 4.211
C -2.245 -4.941 5.217
O -2.078 -3.574 4.826
C -1.426 -3.577 3.642
C -1.061 -2.527 2.864
H 0.483 -4.390 0.404
H -0.215 -6.270 1.892
H -1.765 -5.115 6.177
H -3.301 -5.203 5.215
H -1.279 -1.503 3.139
C -4.826 -1.267 5.853
C -4.025 -0.296 5.031
C -2.802 0.188 5.489
C -2.081 1.151 4.795
C -2.604 1.647 3.608
N -1.938 2.641 2.829
C -1.011 3.531 3.277
O -0.619 3.687 4.399
N -0.517 4.376 2.222
C -0.005 3.952 1.028
C 0.472 4.868 0.077
C 1.004 4.420 -1.114
C 1.069 3.064 -1.377
N 0.630 2.175 -0.471
C 0.112 2.597 0.699
C -3.809 1.163 3.115
C -4.508 0.197 3.823
H -5.367 -0.742 6.642
H -4.181 -2.003 6.331
H -5.558 -1.794 5.242
H -2.408 -0.170 6.432
H -1.159 1.538 5.200
H -2.419 2.901 1.982
H -0.205 5.272 2.571
H 0.418 5.930 0.283
H 1.367 5.125 -1.849
H 1.477 2.667 -2.296
H -0.211 1.827 1.388
H -4.230 1.573 2.202
H -5.464 -0.147 3.446
```

For the orbital gap (alpha / beta), the calculation gives 5.1 / 5.1 eV. As for the electronic energy: -2383.99059 Eh. Its multiplicity is 2. The calculation puts the LUMO energy (alpha / beta) at -0.3433 / -0.3410 hartree. The value obtained for the HOMO energy (alpha / beta) is -14.39 / -14.39 eV. The max |F| is 1.0 eV/Å. As for the total charge: +3.